1.
ORCA calculation (ωB97M-V/def2-TZVPD) on a cluster of 2 separate species, C8H18ClN2 in total in a non-equilibrium geometry.

Computed properties:
- LUMO level: -4.930 eV
- Energy relative to the best compared isomer or geometry (same formula, charge and spin): 17.9 kJ/mol
- 2S+1: 1
- Net charge: +1
- DFT total energy: -24082.9559 eV
- Frontier orbital gap: 6.16 eV

Geometry (Å):
C: -2.88601 -0.16442 2.53237
N: -1.56693 -0.81100 2.52809
C: -1.49802 -2.28492 2.52782
C: -0.48814 -0.06778 2.46763
Cl: 1.07935 -0.67904 2.51096
H: -3.64938 -0.94617 2.53192
H: -3.01249 0.46488 3.42444
H: -3.01053 0.46253 1.63721
H: -2.52795 -2.64872 2.52217
H: -0.97419 -2.63837 1.63079
H: -0.98340 -2.64433 3.42731
H: -0.56402 1.01693 2.54681
C: -0.67301 1.03200 -0.86285
N: 0.65306 0.59695 -1.18155
C: 0.76794 -0.36590 -2.26791
C: 2.25446 -0.33509 -2.66569
C: 2.82219 0.97616 -2.06831
C: 1.64394 1.65145 -1.34555
H: -0.64126 1.66634 0.03168
H: -1.15795 1.61349 -1.67364
H: -1.30854 0.16160 -0.65273
H: 0.42722 -1.35916 -1.94411
H: 0.14578 -0.08450 -3.14577
H: 2.76539 -1.20004 -2.23557
H: 2.37014 -0.36611 -3.75154
H: 3.61304 0.75759 -1.34659
H: 3.22707 1.63186 -2.84268
H: 1.25834 2.48909 -1.96653
H: 1.91391 2.07465 -0.36817

=====

2.
ORCA calculation (ωB97M-V/def2-TZVPD) on a cluster of 3 separate species, C8H18F4N3O5PS2 in total in a non-equilibrium geometry.

Computed properties:
- LUMO level: 0.373 eV
- 2S+1: 1
- SMILES: O=S(=O)(F)N(COC(F)(F)F)[PH2]=S.CNC(C)=O.CNC(C)=O
- DFT total energy: -65125.8713 eV
- Frontier orbital gap: 9.74 eV

Geometry (Å):
O: -3.16718 2.44560 -4.10412
S: -1.76706 2.50681 -4.05231
O: -1.03358 3.66481 -3.70980
F: -1.26285 2.09870 -5.48482
N: -1.17139 1.23165 -3.15728
C: 0.15973 1.51011 -2.59413
O: 0.09156 2.13984 -1.32624
C: -0.82675 1.72446 -0.44095
F: -0.42483 2.08525 0.79050
F: -2.03986 2.23876 -0.67271
F: -0.95797 0.38019 -0.46175
P: -1.27481 -0.37726 -3.86681
S: -3.02078 -1.07128 -4.18017
H: 0.69840 0.57045 -2.49816
H: 0.73574 2.19114 -3.20279
H: -0.51528 -1.07268 -2.92353
H: -0.44466 -0.23417 -4.98437
C: -0.09159 -4.80457 -0.52638
C: -0.66203 -3.52041 -1.08119
O: -0.56117 -3.24114 -2.26896
N: -1.30370 -2.69499 -0.22185
C: -1.50233 -2.85952 1.20330
H: 0.37509 -5.34153 -1.34573
H: 0.65486 -4.60395 0.24296
H: -0.87472 -5.42538 -0.09036
H: -1.70557 -1.87864 -0.65398
H: -2.56486 -2.90804 1.44564
H: -1.06161 -2.02879 1.75692
H: -1.03353 -3.77814 1.54051
C: 1.71215 0.88519 2.75245
C: 2.71705 0.76791 3.87714
O: 3.38777 -0.23614 4.03632
N: 2.84397 1.83496 4.71161
C: 2.13479 3.09603 4.66998
H: 1.73986 -0.04279 2.18892
H: 0.70414 1.04123 3.13786
H: 1.95595 1.71418 2.08799
H: 3.52711 1.69698 5.43957
H: 2.82401 3.93207 4.53918
H: 1.56907 3.26101 5.58863
H: 1.43688 3.10210 3.83888

=====

3.
ORCA calculation (ωB97M-V/def2-TZVPD) on a structure of composition C8H18F4O4S2Tl in a non-equilibrium geometry.

Computed properties:
- LUMO level: -9.483 eV
- Energy relative to the best compared isomer or geometry (same formula, charge and spin): 166.6 kJ/mol
- 2S+1: 1
- Net charge: +1
- DFT total energy: -53995.8924 eV
- Frontier orbital gap: 1.99 eV

Geometry (Å):
Tl: -3.76306 0.09012 2.61323
F: -1.17649 0.69978 1.50613
C: -2.75688 -1.49822 -0.73441
O: -2.72582 -0.11158 -0.87229
O: -3.43238 -1.82497 0.34387
C: -2.93913 -2.20417 -2.17232
F: -3.34263 -3.43916 -1.94819
F: -3.87257 -1.56821 -2.86034
F: -1.86632 -2.21454 -2.99149
C: -1.54524 0.45846 -1.37277
C: -1.84017 1.92967 -1.43114
H: -2.84417 2.17525 -1.77242
H: -1.76323 2.32947 -0.41705
H: -1.05994 2.42975 -2.00757
H: -1.20177 0.11600 -2.35381
H: -0.75541 0.39660 -0.61170
H: -1.76276 -1.84029 -0.35343
C: 2.65575 2.13655 -2.07743
S: 3.11709 2.69512 -0.40892
O: 3.72435 4.05278 -0.47456
C: 1.38905 3.03789 0.05782
H: 2.55584 3.03833 -2.68367
H: 1.71603 1.58744 -2.10458
H: 3.43092 1.52014 -2.53114
H: 0.87959 2.09985 0.27763
H: 0.88350 3.65673 -0.68240
H: 1.44650 3.65486 0.95464
C: 2.81848 -2.58355 3.44714
S: 1.97352 -2.89968 1.86173
O: 1.31745 -4.25339 2.03790
C: 0.66346 -1.70911 2.13511
H: 2.30934 -2.99541 4.31695
H: 3.06756 -1.53793 3.62077
H: 3.76823 -3.11921 3.38545
H: 0.85603 -0.68776 2.46653
H: -0.20983 -1.98832 2.72565
H: 0.28511 -1.62927 1.11109

=====

4.
ORCA calculation (ωB97M-V/def2-TZVPD) on a cluster of 3 separate species, C8H18FNO5S in total in a non-equilibrium geometry.

Computed properties:
- LUMO level: 0.395 eV
- Energy relative to the best compared isomer or geometry (same formula, charge and spin): 250.3 kJ/mol
- 2S+1: 1
- SMILES: C#CN(O)S(=O)(=O)F.CC(C)O.CC(C)O
- DFT total energy: -33863.3680 eV
- Frontier orbital gap: 10.37 eV

Geometry (Å):
C: 1.72443 -1.03405 -0.47020
C: 0.63052 -0.55161 -0.48752
N: -0.58989 0.05421 -0.42419
O: -0.72467 1.02082 -1.45624
S: -1.86985 -1.08075 -0.76207
O: -3.03533 -0.65331 -0.09943
O: -1.88944 -1.41729 -2.13243
F: -1.29915 -2.28515 0.00332
H: 2.61695 -1.56882 -0.69662
H: -0.18946 0.69857 -2.20095
C: -3.07772 -0.48836 4.71120
C: -4.00549 0.57943 4.15134
C: -5.35790 -0.00012 3.76574
O: -3.40412 1.23461 3.03892
H: -2.89457 -1.25958 3.95743
H: -2.11710 -0.05328 4.98658
H: -3.50909 -0.96793 5.59107
H: -4.14616 1.36400 4.89712
H: -5.23432 -0.75722 2.98633
H: -6.00931 0.78040 3.37332
H: -5.84799 -0.46709 4.62137
H: -3.27159 0.57713 2.34581
C: 3.20825 0.74270 -3.65533
C: 4.42630 0.56247 -2.76392
C: 5.72074 0.83484 -3.51128
O: 4.43979 -0.74859 -2.19438
H: 3.24235 0.04151 -4.49368
H: 2.29674 0.54537 -3.09009
H: 3.15764 1.75449 -4.05844
H: 4.35156 1.23561 -1.90851
H: 5.82995 0.13704 -4.34629
H: 6.57763 0.70510 -2.85098
H: 5.73882 1.84906 -3.91122
H: 4.51149 -1.38418 -2.91578

=====

5.
ORCA calculation (ωB97M-V/def2-TZVPD) on a structure of composition C8H18I2InNO2P2 in a non-equilibrium geometry.

Computed properties:
- LUMO level (spin up / spin down): -12.643 / -12.656 eV
- Energy relative to the best compared isomer or geometry (same formula, charge and spin): 338.5 kJ/mol
- 2S+1: 1
- Net charge: +2
- DFT total energy: -54107.3019 eV
- Frontier orbital gap (spin up / spin down): 3.44 / 3.45 eV

Geometry (Å):
I: -0.03780 -0.88429 -3.32556
I: -0.04149 3.67686 -1.26209
In: -0.12834 0.93054 -1.34137
P: -2.83686 0.27582 -0.42702
C: -4.28830 0.06451 -1.52516
C: -3.14656 -1.17393 0.65906
H: -4.19344 -1.24092 0.98375
H: -4.61519 1.27875 0.95564
H: -2.51584 -1.10623 1.54205
H: -2.98268 1.53037 1.64948
H: -4.16002 -0.88895 -2.04024
H: -2.89244 -2.08399 0.11602
C: -3.56284 1.52114 0.72350
H: -5.23912 0.07316 -0.97590
H: -3.51186 2.50541 0.25036
H: -4.25356 0.88588 -2.24011
P: 2.82932 0.25896 -0.41391
C: 4.30017 0.04042 -1.49795
C: 3.57524 1.49614 0.74569
H: 2.50936 -1.12095 1.55641
H: 4.19188 -1.26045 1.00368
H: 2.88718 -2.09825 0.13052
C: 3.14541 -1.19175 0.67751
H: 2.99074 1.50727 1.67014
H: 4.62730 1.24629 0.97860
H: 5.24762 0.04148 -0.94034
H: 4.27190 0.86511 -2.21197
H: 3.52899 2.48235 0.27336
H: 4.16441 -0.91107 -2.01758
C: 0.02593 -3.73114 0.20000
O: 0.05300 -3.20996 -0.81652
O: 0.01747 0.15406 2.95995
C: 0.01023 0.10636 1.77433
N: 0.03021 -0.03890 0.58426

=====

6.
ORCA calculation (ωB97M-V/def2-TZVPD) on a structure of composition C8H18I2NOP2SV in a non-equilibrium geometry.

Computed properties:
- LUMO level (spin up / spin down): -9.992 / -9.349 eV
- Energy relative to the best compared isomer or geometry (same formula, charge and spin): 97.2 kJ/mol
- 2S+1: 3
- Net charge: +2
- DFT total energy: -83411.0340 eV
- Frontier orbital gap (spin up / spin down): 5.87 / 6.51 eV

Geometry (Å):
I: -1.01230 3.62689 -1.42569
I: -2.97017 -0.45476 -0.19378
V: -0.34894 -0.54051 0.15282
P: 0.05929 -0.49098 -2.20927
C: -0.34079 -2.21667 -2.65235
C: -0.74118 0.51146 -3.47831
H: -0.26069 0.33481 -4.44887
H: 1.91356 -0.62657 -3.71687
H: -0.63061 1.57608 -3.21385
H: 2.16747 0.65818 -2.50886
H: -1.39196 -2.44195 -2.42494
H: -1.81168 0.27838 -3.52576
C: 1.83013 -0.37925 -2.64898
H: -0.12723 -2.29668 -3.72829
H: 2.43443 -1.07652 -2.04729
H: 0.30967 -2.90167 -2.09135
P: -0.43921 0.94074 2.00680
C: -1.00333 -0.19570 3.32013
C: 1.21384 1.41888 2.60885
H: -1.13202 3.15772 1.47438
H: -1.17755 2.89761 3.23128
H: -2.47929 2.21305 2.18229
C: -1.40954 2.44309 2.26013
H: 1.63353 2.16744 1.92322
H: 1.09135 1.88650 3.59531
H: -1.02607 0.39767 4.24550
H: -0.29090 -1.02436 3.42462
H: 1.87638 0.54412 2.68282
H: -1.99174 -0.59898 3.06508
C: -0.88642 -2.25529 0.71679
O: -1.14008 -3.34346 1.07613
S: 4.00839 -1.91655 1.11532
C: 2.58308 -1.35762 0.75043
N: 1.49057 -0.93510 0.48260

=====

7.
ORCA calculation (ωB97M-V/def2-TZVPD) on a structure of composition C8H18I2NOP2Yb in a non-equilibrium geometry.

Computed properties:
- LUMO level (spin up / spin down): -10.394 / -10.410 eV
- Energy relative to the best compared isomer or geometry (same formula, charge and spin): 0.0 kJ/mol
- 2S+1: 2
- Net charge: +2
- DFT total energy: -78416.1222 eV
- Frontier orbital gap (spin up / spin down): 5.51 / 5.28 eV

Geometry (Å):
I: 0.34427 -0.96621 -4.13264
I: -0.39622 1.74224 -3.28088
Yb: 0.01595 -0.68755 -1.02362
P: -2.53980 -0.10432 0.10036
C: -3.57121 1.40618 0.50227
C: -3.09803 -0.63420 -1.52007
H: -4.17234 -0.77238 -1.53174
H: -4.25999 -1.51155 1.20828
H: -2.63411 -1.60132 -1.76063
H: -2.70139 -2.31790 0.96508
H: -3.35040 2.24694 -0.21245
H: -2.85711 0.11428 -2.28778
C: -3.18436 -1.36994 1.24369
H: -4.67273 1.28330 0.46917
H: -2.92382 -1.10562 2.27916
H: -3.35555 1.79880 1.53596
P: 2.54548 -0.01697 0.10809
C: 3.52107 1.52615 0.51978
C: 3.22732 -1.26201 1.25435
H: 2.69926 -1.51138 -1.75026
H: 4.20580 -0.63440 -1.51523
H: 2.87251 0.21022 -2.28013
C: 3.12825 -0.52815 -1.50818
H: 2.77705 -2.22510 0.97459
H: 4.30646 -1.36855 1.22123
H: 4.62629 1.44418 0.49170
H: 3.28779 1.91207 1.55204
H: 2.95701 -1.00998 2.28985
H: 3.27581 2.36104 -0.19397
C: -0.03477 1.93233 0.42697
O: -0.05540 2.94998 0.88672
N: 0.00640 -0.58790 3.06550
C: 0.01053 -0.71227 1.90281

=====

8.
ORCA calculation (ωB97M-V/def2-TZVPD) on a structure of composition C8H18MgO6S2 in a non-equilibrium geometry.

Computed properties:
- LUMO level: 0.298 eV
- Energy relative to the best compared isomer or geometry (same formula, charge and spin): 497.1 kJ/mol
- 2S+1: 1
- DFT total energy: -47983.1613 eV
- Frontier orbital gap: 5.66 eV

Geometry (Å):
Mg: 20.98099 24.03130 -9.26058
C: 19.38792 22.65521 -9.79888
O: 20.39782 22.66582 -10.52879
O: 19.10847 23.85165 -9.67990
O: 19.98423 22.45332 -8.71992
C: 23.93790 23.11184 -10.95133
S: 23.84488 22.73228 -9.15347
O: 22.75288 23.67060 -8.66944
C: 23.27922 20.96349 -9.17418
H: 22.94516 23.05960 -11.39836
H: 24.51903 22.30759 -11.40251
H: 24.44119 24.06536 -11.11132
H: 22.34400 20.92995 -9.73306
H: 23.21289 20.71788 -8.11428
H: 24.05091 20.32863 -9.60957
C: 21.27131 28.01441 -10.90703
S: 21.52021 26.31388 -11.59235
O: 21.60281 25.41861 -10.36151
C: 19.82169 26.00599 -12.19691
H: 22.23204 28.45953 -10.64826
H: 20.54762 27.97211 -10.09305
H: 20.80416 28.65004 -11.65927
H: 19.75578 24.93477 -12.38733
H: 19.57310 26.39948 -13.18253
H: 19.07353 26.21474 -11.43220
C: 20.82226 26.68424 -5.81195
C: 20.38512 25.61651 -6.69069
O: 20.92945 25.38015 -7.76724
C: 19.19167 24.78786 -6.21990
H: 20.48685 27.68580 -6.08118
H: 21.90579 26.76838 -5.89549
H: 20.66880 26.53217 -4.74357
H: 19.34164 23.82106 -6.70043
H: 18.24341 25.20561 -6.55815
H: 19.11278 24.72995 -5.13430